1.
Formula: C22H23N3O3S
Source: the OMol25 dataset
Level of theory: ωB97M-V/def2-TZVPD

Output
Multiplicity: 1
HOMO-LUMO gap: 8.62 eV
Energy above the lowest of the compared OMol25 structures with the same formula, charge and spin: 68.5 kJ/mol

Each line ends with the Mulliken charge.
Element x y z (Å)
1 C 5.460 1.955 -0.656  -0.626
2 O 4.977 0.655 -0.899  -0.330
3 C 5.116 -0.232 0.182  -0.441
4 C 3.984 -0.132 1.218  -1.470
5 N 2.721 -0.523 0.628  0.118
6 C 1.832 0.378 0.138  0.655
7 S 2.115 2.085 0.430  -0.262
8 C 0.452 2.670 -0.001  -0.848
9 C -0.540 1.855 0.837  0.587
10 O -0.234 1.513 1.959  -0.612
11 N -1.734 1.570 0.245  0.395
12 C -2.209 2.355 -0.882  -0.605
13 C -3.700 2.626 -0.725  -1.040
14 C -4.441 1.304 -0.816  -1.099
15 C -3.804 0.285 0.088  1.186
16 C -4.520 -0.867 0.389  -0.594
17 C -3.997 -1.854 1.200  -0.818
18 C -2.733 -1.681 1.733  -0.764
19 C -2.007 -0.542 1.450  -0.831
20 C -2.520 0.454 0.618  0.363
21 N 0.748 0.087 -0.491  -0.302
22 C 0.408 -1.227 -0.640  0.305
23 C -0.774 -1.563 -1.309  -0.399
24 C -1.155 -2.880 -1.404  -0.501
25 C -0.370 -3.892 -0.852  -0.681
26 C 0.809 -3.580 -0.216  -0.666
27 C 1.211 -2.247 -0.105  0.294
28 C 2.467 -1.901 0.544  0.425
29 O 3.269 -2.694 0.996  -0.691
30 H 5.347 2.498 -1.592  0.220
31 H 4.892 2.468 0.126  0.248
32 H 6.520 1.932 -0.374  0.331
33 H 6.076 -0.078 0.693  0.355
34 H 5.103 -1.237 -0.248  0.403
35 H 3.893 0.881 1.611  0.643
36 H 4.197 -0.832 2.030  0.445
37 H 0.328 2.530 -1.072  0.460
38 H 0.436 3.726 0.268  0.395
39 H -1.676 3.305 -0.906  0.556
40 H -2.025 1.820 -1.823  0.139
41 H -4.034 3.317 -1.501  0.405
42 H -3.878 3.088 0.248  0.325
43 H -5.491 1.430 -0.545  0.450
44 H -4.415 0.937 -1.848  0.319
45 H -5.510 -0.980 -0.030  0.438
46 H -4.571 -2.743 1.416  0.395
47 H -2.301 -2.436 2.372  0.453
48 H -1.029 -0.431 1.881  0.476
49 H -1.376 -0.774 -1.732  0.435
50 H -2.075 -3.135 -1.910  0.450
51 H -0.688 -4.920 -0.932  0.417
52 H 1.444 -4.342 0.210  0.495

Cartesian forces, eV/Å:
C 0.1 0.0 0.0
O -0.2 -0.1 -0.1
C -0.1 -0.2 0.2
C 0.6 0.0 -0.1
N -0.1 -0.3 0.0
C -0.6 0.3 -0.5
S 0.2 0.5 0.0
C 0.5 -0.4 0.1
C 0.1 0.4 0.2
O -0.1 0.0 0.1
N -0.3 0.1 0.0
C -0.2 0.2 -0.1
C 0.1 -0.1 -0.2
C 0.0 0.2 0.0
C 0.0 0.1 0.0
C 0.1 -0.1 0.1
C -0.1 -0.1 0.0
C 0.0 0.1 0.0
C 0.2 -0.1 0.2
C -0.2 -0.3 0.2
N 0.2 0.3 -0.1
C 0.3 -0.7 0.1
C 0.1 -0.2 -0.1
C 0.0 0.2 -0.1
C 0.1 -0.1 0.1
C 0.0 0.0 0.0
C -0.4 0.1 -0.2
C 0.0 0.0 0.0
O 0.1 -0.1 0.0
H 0.0 0.1 0.1
H 0.1 0.0 0.0
H 0.0 0.0 0.0
H 0.0 0.0 0.0
H 0.1 0.1 0.1
H 0.0 -0.1 0.1
H 0.0 0.2 0.0
H -0.1 0.1 0.1
H 0.0 0.0 0.0
H 0.0 -0.1 0.0
H 0.0 0.1 0.0
H 0.0 0.0 0.0
H 0.0 0.1 0.0
H 0.0 0.0 0.0
H 0.0 0.1 0.0
H -0.1 0.0 0.0
H -0.1 -0.1 0.0
H 0.1 -0.1 0.1
H 0.0 0.0 0.0
H -0.1 0.1 0.0
H -0.1 0.0 0.0
H 0.0 -0.1 0.0
H 0.0 -0.1 0.0

2.
Formula: C3H8NO
Source: the OMol25 dataset
Level of theory: ωB97M-V/def2-TZVPD

Output
Multiplicity: 1
HOMO-LUMO gap: 9.63 eV
Energy above the lowest of the compared OMol25 structures with the same formula, charge and spin: 57.5 kJ/mol
Total charge: +1

Each line ends with the Mulliken charge.
Element x y z (Å)
1 C 0.860 -2.229 -0.936  -0.127
2 N 0.467 -2.143 0.273  -0.109
3 H 0.638 -1.362 -1.547  0.264
4 H 1.294 -3.155 -1.284  0.291
5 H 0.840 -2.848 0.903  0.286
6 H 0.075 -1.194 0.490  0.432
7 O -0.166 0.378 0.576  -0.556
8 C -0.473 1.553 0.656  0.130
9 C -0.724 2.400 -0.534  -0.871
10 H -0.730 1.943 1.645  0.372
11 H 0.209 2.815 -0.935  0.283
12 H -1.379 3.247 -0.326  0.319
13 H -1.105 1.797 -1.351  0.287

Cartesian forces, eV/Å:
C -0.8 -0.1 0.3
N 1.2 0.3 -1.1
H 0.1 -0.3 -0.4
H 0.4 0.2 -0.3
H -0.8 0.1 0.5
H 0.1 -0.4 1.0
O 0.3 0.1 -0.1
C -0.9 -0.4 -0.2
C 0.4 0.5 -0.4
H 0.3 0.3 0.2
H 0.1 0.0 0.3
H 0.0 -0.2 0.1
H -0.3 -0.2 0.0

3.
Formula: C20H44HfN3OP2
Source: the OMol25 dataset
Level of theory: ωB97M-V/def2-TZVPD

Output
Multiplicity: 1
HOMO-LUMO gap: 7.65 eV
Total charge: +3

Each line ends with the Mulliken charge.
Element x y z (Å)
1 Hf -0.268 -0.035 -0.359  0.172
2 P 0.002 -2.062 -1.745  0.129
3 P 0.274 2.335 0.014  -0.430
4 N 0.388 0.745 -2.587  -0.143
5 C 0.939 -1.596 -3.272  -0.861
6 H 1.781 -2.292 -3.404  0.416
7 H 0.263 -1.709 -4.135  0.500
8 C 1.439 -0.151 -3.223  -1.071
9 H 2.374 -0.044 -2.659  0.386
10 H 1.660 0.205 -4.246  0.597
11 C 0.683 2.242 -2.746  -1.028
12 H -0.268 2.731 -3.013  0.449
13 H 1.375 2.400 -3.591  0.460
14 C 1.274 2.817 -1.461  -0.679
15 H 1.340 3.911 -1.494  0.588
16 H 2.283 2.411 -1.277  0.436
17 C 1.122 2.886 1.568  0.963
18 C 1.995 1.806 2.262  -1.075
19 H 2.935 1.587 1.710  0.330
20 H 1.513 0.852 2.361  -0.288
21 H 2.212 2.112 3.312  0.514
22 C -1.350 3.260 -0.156  0.603
23 C -2.395 2.791 0.887  -1.460
24 H -3.383 2.681 0.419  0.353
25 H -2.501 3.521 1.703  0.486
26 H -2.165 1.803 1.317  0.187
27 C -1.623 -2.732 -2.310  0.892
28 C -2.303 -3.558 -1.198  -1.574
29 H -3.382 -3.638 -1.395  0.496
30 H -2.200 -3.103 -0.198  0.288
31 H -1.888 -4.576 -1.164  0.356
32 C 0.973 -3.412 -0.970  0.540
33 C 0.502 -3.768 0.456  -1.328
34 H 1.299 -4.349 0.945  0.466
35 H -0.408 -4.386 0.444  0.315
36 H 0.312 -2.886 1.088  0.185
37 C 1.948 -0.406 -0.023  0.342
38 O 3.020 -0.619 0.337  -0.212
39 C -1.098 4.786 -0.138  -1.690
40 H -0.065 5.056 0.137  0.476
41 H -1.284 5.213 -1.133  0.307
42 H -1.781 5.280 0.569  0.451
43 C -1.420 -3.511 -3.626  -1.516
44 H -1.976 -4.458 -3.603  0.360
45 H -1.742 -2.908 -4.490  0.353
46 H -0.368 -3.769 -3.807  0.495
47 C 1.039 -4.629 -1.898  -1.448
48 H 1.687 -5.393 -1.447  0.481
49 H 0.044 -5.072 -2.054  0.298
50 H 1.475 -4.364 -2.872  0.364
51 C 0.048 3.411 2.541  -1.238
52 H -0.735 2.663 2.754  -0.074
53 H 0.500 3.693 3.500  0.556
54 H -0.455 4.304 2.137  0.311
55 H 1.766 3.693 1.206  0.768
56 H 1.984 -2.969 -0.878  0.519
57 H -1.737 2.963 -1.152  0.678
58 H -2.239 -1.827 -2.488  0.555
59 H -0.470 0.602 -3.143  0.313
60 H -1.904 0.380 -1.087  -0.231
61 C -1.113 0.622 4.903  -0.718
62 N -0.058 -0.051 4.104  0.090
63 C 1.070 -0.705 4.848  -0.677
64 C -0.234 -0.195 2.858  0.698
65 N -0.608 -0.328 1.736  -0.675
66 H -0.902 0.445 5.950  0.315
67 H -2.097 0.193 4.610  0.361
68 H -1.133 1.710 4.687  0.282
69 H 1.117 -1.779 4.573  0.350
70 H 2.044 -0.241 4.593  0.298
71 H 0.868 -0.594 5.911  0.287

Cartesian forces, eV/Å:
Hf -4.4 0.1 0.9
P 0.9 -2.5 -1.7
P 0.7 2.6 -0.2
N 0.2 0.2 -0.4
C 0.0 0.3 -0.1
H -0.3 0.2 -0.1
H 0.3 -0.1 0.3
C 0.0 0.6 -0.1
H -0.2 0.0 0.0
H -0.1 -0.1 0.4
C -0.2 -0.4 0.0
H 0.4 -0.2 0.2
H -0.3 -0.1 0.3
C 0.2 0.0 0.4
H 0.1 -0.2 -0.2
H -0.2 0.3 -0.2
C -0.1 -0.3 0.3
C 0.8 0.6 -0.2
H -0.4 0.5 0.5
H -0.3 -0.3 -0.1
H 0.2 0.0 -0.9
C -0.1 -0.3 -0.1
C -0.5 -0.1 -0.1
H 0.3 0.1 0.1
H 0.1 -0.4 -0.3
H -0.1 0.3 0.0
C -0.5 0.4 0.1
C -0.1 0.0 0.1
H 0.4 0.0 -0.1
H -0.1 -0.1 -0.3
H -0.2 0.4 0.1
C 0.2 0.0 0.2
C 0.1 -0.3 0.0
H -0.3 0.1 -0.1
H 0.4 0.3 0.1
H 0.0 -0.1 -0.1
C 6.1 -0.9 1.4
O -3.9 0.7 -1.4
C 0.1 0.3 -0.4
H -0.4 0.0 -0.1
H 0.1 -0.1 0.3
H 0.2 -0.2 -0.2
C 0.1 0.1 -0.5
H 0.0 0.4 -0.1
H 0.0 -0.4 0.3
H -0.5 0.0 0.0
C 0.2 -0.3 0.1
H -0.2 0.2 -0.1
H 0.5 0.1 0.1
H -0.1 -0.2 0.3
C -0.1 0.4 0.1
H 0.5 0.2 -0.1
H 0.1 0.0 -0.3
H 0.3 -0.4 0.4
H 0.0 0.1 0.4
H -0.2 -0.2 -0.2
H 0.3 0.1 0.5
H 0.2 -0.5 0.0
H 0.4 -0.1 0.3
H -0.1 0.0 -0.2
C -1.2 0.7 -0.7
N 0.7 -0.3 0.6
C 0.7 -0.6 -0.7
C -1.5 -0.4 -0.5
N 1.0 0.0 0.9
H -0.1 0.0 0.0
H 0.6 0.3 0.4
H 0.2 -0.7 0.3
H -0.1 0.6 0.3
H -0.7 -0.1 0.2
H 0.0 0.0 -0.2

4.
Formula: C14H18Cl2InN2
Source: the OMol25 dataset
Level of theory: ωB97M-V/def2-TZVPD

Output
Multiplicity: 1
HOMO-LUMO gap (spin up / spin down): 3.89 / 3.87 eV
Energy above the lowest of the compared OMol25 structures with the same formula, charge and spin: 162.7 kJ/mol
Total charge: -1

Each line ends with the Mulliken charge.
Element x y z (Å)
1 In 0.936 -0.362 -0.394  0.859
2 Cl 0.752 -2.733 -0.751  -0.609
3 Cl 2.181 1.279 0.892  -0.544
4 C 2.550 -0.183 -1.921  -1.604
5 H 3.267 0.548 -1.540  0.362
6 H 2.921 -1.193 -2.128  0.277
7 C -0.833 0.553 -1.310  -0.216
8 C 1.324 0.253 -2.573  -0.304
9 H -1.536 0.649 -0.461  0.098
10 C 0.927 -0.627 -3.729  -0.264
11 H 1.054 1.310 -2.592  0.680
12 C -0.313 -0.190 -4.513  -0.939
13 H 1.777 -0.665 -4.436  0.313
14 H 0.797 -1.651 -3.334  0.260
15 C -1.569 -0.180 -3.645  -0.375
16 H -0.149 0.813 -4.929  0.353
17 H -0.438 -0.869 -5.369  0.361
18 C -1.471 0.927 -2.565  -0.819
19 H -2.425 0.022 -4.302  0.415
20 H -1.709 -1.167 -3.193  0.255
21 H -0.956 1.798 -3.002  0.179
22 H -2.507 1.231 -2.309  0.348
23 N -0.009 -1.943 3.716  -0.051
24 C 0.221 -1.956 2.383  -0.395
25 N 0.103 -0.733 1.883  -0.116
26 C -0.229 0.129 2.923  0.211
27 C -0.422 1.512 2.982  -0.301
28 C -0.658 2.092 4.235  -0.687
29 C -0.701 1.314 5.406  -0.320
30 C -0.513 -0.076 5.349  -0.917
31 C -0.293 -0.634 4.104  0.492
32 H 0.029 -2.750 4.323  0.201
33 H 0.457 -2.859 1.835  0.382
34 H -0.346 2.082 2.056  0.392
35 H -0.811 3.170 4.310  0.354
36 H -0.880 1.809 6.368  0.342
37 H -0.531 -0.722 6.229  0.328

Cartesian forces, eV/Å:
In -2.7 1.0 0.8
Cl 0.3 -1.2 0.2
Cl 0.5 0.3 0.3
C -0.5 0.9 -1.7
H -0.5 -0.3 0.1
H -0.2 0.4 -0.1
C 0.1 -0.9 2.5
C 3.9 0.2 -0.9
H 0.6 0.1 0.0
C -0.9 -0.3 0.0
H 0.2 -0.4 0.1
C 0.0 -0.4 0.2
H -0.1 0.1 0.5
H 0.0 0.2 -0.2
C 0.1 0.6 -0.7
H 0.0 -0.1 0.0
H 0.1 0.1 0.1
C -0.6 -0.6 -0.2
H -0.1 0.0 -0.1
H 0.0 0.2 0.2
H -0.3 0.3 -0.7
H 0.4 0.1 -0.3
N -0.2 -0.1 0.8
C -0.4 1.8 0.0
N 0.1 -1.2 -0.5
C 0.2 -0.7 0.6
C 0.0 0.2 0.0
C 0.0 -0.4 -0.5
C 0.0 -0.6 0.0
C -0.2 0.5 0.5
C 0.2 -0.1 -0.4
H 0.0 0.3 -0.2
H 0.0 0.3 -0.1
H -0.1 0.0 0.3
H 0.1 -0.3 -0.1
H 0.1 -0.3 -0.4
H 0.0 0.4 -0.1

5.
Formula: C5H7N4O
Source: the OMol25 dataset
Level of theory: ωB97M-V/def2-TZVPD

Output
Multiplicity: 1
HOMO-LUMO gap: 8.96 eV
Energy above the lowest of the compared OMol25 structures with the same formula, charge and spin: 297.3 kJ/mol
Total charge: +1

Each line ends with the Mulliken charge.
Element x y z (Å)
1 O -3.325 -1.303 0.078  -0.430
2 N -2.385 -0.311 0.035  0.817
3 N -2.703 0.949 -0.060  -0.851
4 C -1.636 1.689 0.022  -0.858
5 C -0.479 0.884 -0.027  0.364
6 C -0.955 -0.390 0.066  0.036
7 N -0.237 -1.598 -0.023  -0.062
8 C 1.066 -1.478 -0.121  -0.156
9 N 1.650 -0.287 0.007  -0.150
10 C 1.045 1.060 -0.027  -0.283
11 H -3.890 -0.876 -0.574  0.420
12 H -1.623 2.725 0.036  0.525
13 H -0.654 -2.473 0.270  0.297
14 H 1.604 -2.306 -0.236  0.478
15 H 2.621 -0.414 -0.239  0.276
16 H 1.184 1.629 -1.016  0.272
17 H 1.180 1.754 0.851  0.306

Cartesian forces, eV/Å:
O 0.7 0.8 -0.3
N 4.8 0.8 0.3
N -2.5 0.0 1.0
C 1.8 -1.3 -1.0
C 0.6 -1.8 1.1
C -3.3 -1.0 -0.5
N -0.2 0.5 0.3
C -2.9 4.2 1.3
N 0.6 -0.9 -1.0
C -2.6 2.1 -0.9
H -1.3 -0.7 -0.4
H -0.5 1.7 -0.1
H -0.1 -0.1 -0.4
H 2.4 -3.2 -0.3
H 0.3 0.9 0.2
H 0.9 -1.0 1.5
H 1.1 -1.1 -0.8

6.
Formula: C3H8NOS
Source: the OMol25 dataset
Level of theory: ωB97M-V/def2-TZVPD

Output
Multiplicity: 1
HOMO-LUMO gap: 9.19 eV
Energy above the lowest of the compared OMol25 structures with the same formula, charge and spin: 88.3 kJ/mol
Total charge: +1

Each line ends with the Mulliken charge.
Element x y z (Å)
1 C -0.204 1.347 0.069  -0.338
2 C 1.039 1.591 -0.846  -0.330
3 C 0.220 -0.385 -1.308  0.078
4 N -0.564 0.050 -0.374  0.053
5 O 1.091 0.450 -1.712  -0.277
6 S -2.043 -2.760 1.764  -0.367
7 H 0.111 1.400 1.068  0.295
8 H -1.016 2.223 -0.175  0.294
9 H 1.011 2.535 -1.437  0.286
10 H 2.111 1.558 -0.368  0.275
11 H 0.164 -1.326 -1.713  0.467
12 H -1.291 -0.620 0.039  0.169
13 H -2.328 -4.079 1.709  0.202
14 H -1.460 -2.468 2.962  0.194

Cartesian forces, eV/Å:
C -0.7 3.9 -2.1
C 2.5 1.5 0.9
C -0.5 1.8 0.9
N -1.9 -3.0 0.6
O 0.2 -0.4 -1.0
S -0.1 0.9 -0.5
H -0.1 -0.1 1.5
H 1.7 -2.5 0.8
H -0.2 -0.9 0.3
H -2.3 0.3 -0.3
H -0.1 -2.1 -1.1
H 1.3 1.4 -0.5
H 0.5 0.3 0.8
H -0.4 -1.0 -0.4